(1)
ORCA calculation (the ωB97M-V functional and the def2-TZVPD basis) on C46H45CaN2O2PS3Si2 as an isolated structure.

**E_HOMO (alpha / beta)**: 0.192 / 0.860 eV
**Charge**: -2
**LUMO level (alpha / beta)**: 3.807 / 3.797 eV
**Molar mass**: 881.30 g/mol

Structure (XYZ):
```
102
C46H45CaN2O2PS3Si2 the ωB97M-V functional and the def2-TZVPD basis
Ca -11.79014 -14.24135 7.64207
S -10.53510 -16.46804 5.83129
C -10.29652 -16.73601 7.48439
S -9.61565 -15.60950 8.57794
C -10.73325 -17.96796 8.01213
C -11.33715 -18.89854 7.19747
N -11.86682 -19.63508 6.46450
C -10.83229 -18.11639 9.41183
N -10.99703 -18.27337 10.54388
C -15.33040 -11.04166 7.00187
Si -16.78022 -10.27444 6.12872
C -18.34160 -10.11690 7.22089
C -16.37257 -8.72074 4.99835
C -15.88138 -7.42211 5.22021
C -16.07262 -6.48396 4.21689
C -16.57637 -6.91215 2.96698
C -16.91289 -8.24815 2.64518
C -16.85258 -9.11523 3.73243
Si -17.21817 -11.01972 3.99634
C -19.02707 -11.01116 3.80577
C -16.13462 -12.13647 3.03143
H -15.74855 -11.31383 7.96173
H -14.48761 -10.36022 7.02474
H -15.08469 -11.97324 6.47508
H -18.46195 -9.04162 7.59366
H -18.45074 -10.82201 8.08178
H -19.24504 -10.26217 6.61763
H -15.45482 -7.16231 6.17330
H -15.66931 -5.46738 4.26852
H -16.69028 -6.13028 2.19026
H -17.16692 -8.59849 1.61181
H -19.54952 -11.35295 4.67992
H -19.27888 -11.70048 2.95308
H -19.36568 -10.01010 3.46897
H -15.35711 -12.41418 3.79655
H -15.78733 -11.71068 2.07941
H -16.68111 -13.06976 2.92440
O -11.52193 -12.32654 6.57615
S -10.58547 -11.32483 5.95579
C -10.61686 -9.92495 7.06114
C -10.47070 -10.45856 8.44878
C -9.23893 -10.87041 8.95164
C -9.19842 -11.68628 10.06289
C -10.37713 -12.06201 10.74026
C -11.57534 -11.47473 10.32452
C -11.63196 -10.71444 9.17113
C -11.47580 -10.75451 4.47739
C -11.06068 -9.48229 3.83034
C -11.59495 -8.22157 4.09903
C -11.17301 -7.11832 3.44162
C -10.29518 -7.21127 2.32418
C -9.72503 -8.46672 2.08318
C -9.99144 -9.55934 2.88637
H -11.56306 -9.40299 6.99694
H -9.88772 -9.11501 6.85343
H -8.32620 -10.63866 8.45745
H -8.19159 -12.10888 10.38085
H -10.32389 -12.82223 11.56536
H -12.47868 -11.69003 10.79640
H -12.59901 -10.34905 8.74856
H -12.53114 -10.74057 4.70698
H -11.38168 -11.54473 3.72966
H -12.40478 -8.05032 4.77499
H -11.58112 -6.10049 3.58157
H -10.03674 -6.27533 1.83327
H -8.99338 -8.58271 1.23765
H -9.47193 -10.47846 2.62681
O -13.65737 -15.06583 8.47403
P -14.54377 -15.43607 9.74852
C -14.66922 -17.14215 9.96694
C -14.23816 -18.01761 8.90346
C -14.35059 -19.41032 9.12569
C -14.78239 -19.88779 10.34754
C -15.15281 -19.02546 11.37697
C -14.91991 -17.71102 11.27436
C -16.11606 -14.73582 9.69576
C -16.46640 -14.06366 8.48984
C -17.64890 -13.29004 8.42321
C -18.50811 -13.32098 9.50185
C -18.28293 -14.20980 10.64156
C -17.11173 -14.88091 10.72060
C -13.81622 -14.78038 11.27360
C -14.23359 -13.57073 11.88229
C -13.69444 -13.19586 13.11426
C -12.61343 -13.85267 13.65673
C -12.17862 -14.98114 12.98711
C -12.73366 -15.42909 11.80544
H -13.85485 -17.64908 7.95365
H -14.07326 -20.15145 8.38157
H -15.02078 -20.92883 10.50311
H -15.52807 -19.47250 12.25050
H -14.92607 -17.10888 12.15460
H -15.79504 -14.11595 7.63607
H -17.86294 -12.72319 7.54443
H -19.38283 -12.65369 9.49812
H -18.98547 -14.22448 11.47832
H -16.87732 -15.51407 11.55897
H -14.86832 -12.82282 11.41626
H -14.00912 -12.25087 13.54021
H -12.08664 -13.54057 14.54031
H -11.38000 -15.58027 13.44544
H -12.28436 -16.24321 11.23927
```

---

(2)
ORCA calculation (the ωB97M-V functional and the def2-TZVPD basis) on C46H45FN10O3RbSe as an isolated structure.

**E_HOMO**: -8.479 eV
**Charge**: +1
**LUMO level**: -3.165 eV
**Molar mass**: 969.36 g/mol

Structure (XYZ):
```
107
C46H45FN10O3RbSe the ωB97M-V functional and the def2-TZVPD basis
Rb -1.05061 1.99619 0.28747
N -2.61239 6.77595 1.04091
C -2.04058 5.56671 0.86597
N -2.37630 4.48355 1.47358
C -3.43463 4.53445 2.37480
N -3.91631 3.47123 2.90819
N -3.23365 2.30534 2.60663
C -3.98213 1.39969 2.11807
C -3.48717 0.04136 1.83691
C -4.40414 -0.93761 1.46433
C -3.96136 -2.23203 1.25687
C -2.61801 -2.50662 1.43406
C -1.77471 -1.46214 1.78428
N -2.18089 -0.21540 1.97260
C -4.05375 5.83228 2.68420
C -5.06058 5.98097 3.63815
C -5.62632 7.21823 3.86730
C -5.19586 8.32944 3.14285
C -4.19882 8.20457 2.19761
C -3.62997 6.95368 1.97483
H -2.31106 7.54933 0.47194
H -1.23460 5.53248 0.14256
H -5.04198 1.58855 1.93878
H -5.44817 -0.67912 1.34612
H -4.65549 -3.01001 0.96710
H -2.22069 -3.50378 1.29669
H -0.71175 -1.63735 1.91655
H -5.38368 5.10421 4.18153
H -6.40733 7.32847 4.60703
H -5.64409 9.29736 3.32236
H -3.85633 9.06240 1.63219
C 2.76545 1.98333 2.74033
C 2.32381 3.05234 1.77824
C 1.75358 4.23571 2.23676
C 1.31268 5.20536 1.34544
C 1.41464 4.99422 -0.02215
C 1.97940 3.81454 -0.48879
C 2.44431 2.86326 0.40430
H 3.59477 1.40743 2.32648
H 1.94492 1.29193 2.94584
H 3.09265 2.41319 3.68674
H 1.65347 4.40109 3.30302
H 0.88387 6.12427 1.72694
H 1.05795 5.73312 -0.72887
H 2.04387 3.63197 -1.55377
H 2.87399 1.94262 0.03030
F 4.98709 -2.31080 2.10326
C 3.93103 -2.62743 1.31718
C 2.98440 -1.67767 1.05262
C 1.93143 -1.96472 0.18651
C 0.96342 -0.88570 -0.12212
O 1.00381 0.17914 0.48489
C -0.00819 -1.23341 -1.13393
C -0.07118 -2.49693 -1.59731
N 0.77964 -3.51362 -1.23790
C 0.63129 -4.80850 -1.84632
C 0.26923 -5.97759 -0.97143
C -0.74250 -5.39946 -1.91473
C 1.83238 -3.23981 -0.39111
C 2.79980 -4.20511 -0.07811
C 3.85255 -3.91037 0.76821
N 4.82678 -4.92445 1.01897
C 5.79927 -5.19854 -0.02571
C 6.04273 -6.71695 -0.03732
N 5.67805 -7.24426 1.32556
C 6.20249 -6.34937 2.40746
C 5.43201 -5.01720 2.33976
C -1.00982 -0.20062 -1.65000
O -2.21624 -0.49459 -1.53392
O -0.50103 0.85346 -2.07959
H 3.04948 -0.68650 1.48356
H -0.84947 -2.77516 -2.29497
H 1.29758 -4.99270 -2.68294
H 0.13569 -5.77558 0.08248
H 0.70412 -6.93797 -1.21268
H -1.54291 -4.81924 -1.47749
H -1.00853 -5.95295 -2.80270
H 2.73099 -5.20250 -0.48981
H 6.74024 -4.65932 0.14301
H 5.40682 -4.88146 -0.98853
H 7.08077 -6.98118 -0.22873
H 5.40250 -7.22823 -0.75363
H 6.00956 -8.20085 1.44295
H 4.65739 -7.23894 1.38872
H 7.26501 -6.21903 2.20993
H 6.08449 -6.85110 3.36474
H 6.13457 -4.21098 2.56261
H 4.63928 -4.98456 3.08741
C -3.92117 1.90970 -2.75567
N -2.71914 2.04192 -3.55188
C -1.80895 3.03179 -3.46190
Se -1.86762 4.52299 -2.39671
N -0.80200 2.72643 -4.30988
C -1.02699 1.50038 -4.90855
C -0.29013 0.74267 -5.80094
C -0.82219 -0.48292 -6.17358
C -2.04353 -0.93073 -5.66508
C -2.77948 -0.16675 -4.77142
C -2.25013 1.05933 -4.41039
H -4.03450 2.81479 -2.16392
H -3.81502 1.03384 -2.11346
H -4.78353 1.80135 -3.41493
H 0.00062 3.32218 -4.40863
H 0.65963 1.08666 -6.18732
H -0.28001 -1.10435 -6.87361
H -2.42465 -1.89389 -5.97751
H -3.71313 -0.51944 -4.35673
```